[1]
{"formula": "C12H8N2O4Sr", "method": "ωB97M-V with the def2-TZVPD basis set", "molar_mass_g_mol": 331.83, "charge": 2, "de_lowest_kcal_mol": 145.52, "homo_energy_ev": [-16.9, -16.9], "orbital_gap_ev": [7.57, 7.57], "elements": ["Sr", "C", "O", "C", "O", "C", "O", "C", "O", "C", "H", "H", "C", "H", "H", "N", "C", "C", "C", "C", "N", "C", "C", "H", "H", "H", "H"], "positions_angstrom": [[0.000, -0.152, -1.299], [-0.003, 1.398, 0.329], [-0.004, 1.949, 1.372], [-0.005, 2.202, -2.367], [-0.007, 3.263, -2.829], [-2.146, 0.301, -1.454], [-3.280, 0.303, -1.432], [2.143, 0.310, -1.454], [3.278, 0.317, -1.433], [0.002, -1.405, -3.191], [0.943, -1.953, -2.885], [-0.936, -1.957, -2.885], [0.000, -0.298, -3.782], [-0.935, 0.244, -4.121], [0.934, 0.248, -4.120], [-0.001, 0.316, 5.962], [-0.001, 0.337, 4.732], [-0.001, 0.195, 3.295], [-1.177, -0.216, 2.658], [-1.132, -0.876, 1.516], [0.004, -1.180, 0.870], [1.137, -0.870, 1.517], [1.178, -0.209, 2.658], [-2.156, -0.018, 3.191], [-2.130, -1.129, 0.979], [2.138, -1.116, 0.980], [2.156, -0.005, 3.192]]}


[2]
{"formula": "C7H11N", "method": "ωB97M-V with the def2-TZVPD basis set", "molar_mass_g_mol": 109.17, "smiles": "CCc1c[nH]cc1C", "de_lowest_kcal_mol": 55.28, "homo_energy_ev": -8.1, "orbital_gap_ev": 9.19, "elements": ["C", "C", "C", "C", "N", "C", "C", "C", "H", "H", "H", "H", "H", "H", "H", "H", "H", "H", "H"], "positions_angstrom": [[-1.313, 1.640, -1.018], [0.075, 1.402, -0.321], [0.134, 0.320, 0.598], [0.575, 0.245, 1.920], [1.137, -1.037, 2.159], [0.600, -1.819, 1.018], [0.178, -1.019, 0.009], [-0.061, -1.356, -1.392], [-1.810, 2.666, -0.758], [-1.326, 1.616, -2.081], [-2.040, 0.795, -0.737], [0.482, 2.363, 0.192], [0.925, 1.554, -1.122], [0.912, 1.124, 2.524], [1.070, -1.339, 3.041], [0.881, -2.880, 1.129], [0.911, -1.582, -1.851], [-0.711, -2.207, -1.362], [-0.621, -0.485, -1.950]]}


[3]
{"formula": "C16H48O8", "method": "ωB97M-V with the def2-TZVPD basis set", "molar_mass_g_mol": 368.55, "smiles": "CCO.CCO.CCO.CCO.CCO.CCO.CCO.CCO", "de_lowest_kcal_mol": 46.06, "homo_energy_ev": -9.7, "orbital_gap_ev": 9.95, "elements": ["C", "C", "O", "H", "H", "H", "H", "H", "H", "C", "C", "O", "H", "H", "H", "H", "H", "H", "C", "C", "O", "H", "H", "H", "H", "H", "H", "C", "C", "O", "H", "H", "H", "H", "H", "H", "C", "C", "O", "H", "H", "H", "H", "H", "H", "C", "C", "O", "H", "H", "H", "H", "H", "H", "C", "C", "O", "H", "H", "H", "H", "H", "H", "C", "C", "O", "H", "H", "H", "H", "H", "H"], "positions_angstrom": [[0.252, -1.542, -4.708], [-0.846, -1.584, -5.750], [-0.666, -2.738, -6.550], [1.208, -1.285, -5.169], [0.341, -2.490, -4.180], [0.034, -0.737, -4.002], [-0.795, -0.657, -6.338], [-1.834, -1.607, -5.275], [-1.357, -2.753, -7.218], [-0.672, 0.323, -1.049], [-0.763, 1.262, 0.149], [-1.181, 0.560, 1.325], [-0.603, 0.924, -1.960], [-1.595, -0.253, -1.104], [0.192, -0.337, -0.979], [-1.544, 1.990, -0.070], [0.194, 1.757, 0.322], [-0.427, 0.045, 1.652], [-0.109, -0.427, 4.554], [1.044, 0.029, 3.683], [1.055, -0.670, 2.417], [-0.228, 0.245, 5.407], [0.073, -1.434, 4.927], [-1.051, -0.406, 4.002], [1.976, -0.214, 4.202], [1.009, 1.089, 3.456], [1.440, -1.542, 2.541], [2.124, 1.828, -3.498], [2.766, 1.735, -2.129], [4.162, 1.965, -2.281], [2.395, 0.976, -4.123], [2.465, 2.728, -4.014], [1.040, 1.904, -3.414], [2.557, 0.745, -1.705], [2.275, 2.452, -1.456], [4.573, 2.050, -1.417], [-1.379, -3.198, 1.291], [-2.625, -2.971, 2.098], [-3.285, -4.228, 2.267], [-0.836, -2.254, 1.191], [-1.603, -3.568, 0.292], [-0.713, -3.890, 1.807], [-3.295, -2.243, 1.629], [-2.329, -2.557, 3.074], [-4.111, -4.089, 2.737], [0.993, 4.421, 2.441], [0.131, 4.633, 1.209], [-0.196, 6.005, 1.026], [0.516, 4.904, 3.296], [1.988, 4.847, 2.316], [1.056, 3.359, 2.693], [-0.835, 4.146, 1.334], [0.636, 4.212, 0.333], [0.598, 6.483, 0.770], [3.233, -2.051, -2.616], [3.640, -3.387, -2.026], [2.515, -4.264, -1.841], [4.124, -1.416, -2.677], [2.465, -1.522, -2.055], [2.880, -2.180, -3.641], [4.075, -3.262, -1.038], [4.341, -3.872, -2.709], [2.307, -4.663, -2.690], [-3.700, 1.621, 3.948], [-3.968, 0.393, 3.084], [-3.884, 0.718, 1.708], [-3.874, 1.428, 5.010], [-4.398, 2.392, 3.622], [-2.677, 1.981, 3.828], [-4.995, 0.067, 3.284], [-3.324, -0.457, 3.322], [-2.974, 0.531, 1.436]]}


[4]
{"formula": "C6H7BrIN", "method": "ωB97M-V with the def2-TZVPD basis set", "molar_mass_g_mol": 299.94, "de_lowest_kcal_mol": 91.42, "homo_energy_ev": [-8.0, -8.2], "orbital_gap_ev": [7.39, 7.59], "elements": ["C", "C", "C", "C", "C", "C", "N", "Br", "I", "H", "H", "H", "H", "H", "H", "H"], "positions_angstrom": [[1.104, -1.809, -1.266], [0.086, -1.262, -1.667], [0.122, 0.697, 1.904], [-1.079, -0.437, -1.625], [-0.070, 0.009, 0.607], [-1.366, 0.131, -0.250], [0.923, 1.561, 2.278], [2.434, -2.642, -0.440], [2.852, 2.489, 1.349], [-0.821, 0.429, -2.448], [-1.838, -1.150, -1.974], [0.666, 0.343, -0.169], [0.163, -1.115, 0.724], [-1.831, 1.132, -0.361], [-2.112, -0.413, 0.291], [0.769, 2.036, 3.048]]}


[5]
{"formula": "C47H68BN7O4S3SeSr", "method": "ωB97M-V with the def2-TZVPD basis set", "molar_mass_g_mol": 1068.70, "charge": -2, "de_lowest_kcal_mol": 84.95, "homo_energy_ev": -1.6, "orbital_gap_ev": 5.03, "elements": ["Sr", "C", "C", "C", "C", "C", "C", "C", "Se", "C", "C", "C", "C", "C", "C", "O", "C", "C", "C", "C", "C", "C", "C", "C", "C", "O", "C", "C", "C", "C", "C", "C", "H", "H", "H", "H", "H", "H", "H", "H", "H", "H", "H", "H", "H", "H", "H", "H", "H", "H", "H", "H", "H", "H", "H", "H", "H", "H", "H", "H", "H", "H", "H", "H", "H", "H", "H", "H", "H", "H", "H", "H", "C", "C", "N", "C", "C", "S", "C", "C", "S", "C", "N", "C", "H", "H", "H", "H", "H", "H", "H", "H", "N", "C", "N", "C", "N", "C", "N", "C", "S", "N", "C", "H", "H", "H", "H", "H", "H", "H", "H", "C", "C", "C", "O", "B", "O", "C", "C", "C", "H", "H", "H", "H", "H", "H", "H", "H", "H", "H", "H", "H"], "positions_angstrom": [[0.925, -0.880, -0.144], [-6.732, -0.086, 2.796], [-5.725, 1.017, 2.432], [-5.579, 1.978, 3.622], [-6.294, 1.808, 1.253], [-4.372, 0.394, 2.097], [-3.769, 0.505, 0.857], [-2.525, -0.064, 0.611], [-1.739, 0.097, -1.136], [-0.974, 1.860, -0.965], [-1.667, 2.832, -0.272], [-1.120, 4.095, -0.070], [0.186, 4.294, -0.484], [0.935, 3.338, -1.174], [0.289, 2.142, -1.527], [0.864, 1.263, -2.406], [2.407, 3.698, -1.459], [2.483, 4.863, -2.456], [3.030, 4.152, -0.125], [3.279, 2.555, -1.993], [-1.980, 5.194, 0.548], [-3.110, 5.529, -0.440], [-2.593, 4.719, 1.873], [-1.179, 6.469, 0.815], [-1.843, -0.869, 1.558], [-0.722, -1.442, 1.241], [-2.485, -1.010, 2.834], [-3.691, -0.369, 3.056], [-1.870, -1.923, 3.897], [-2.654, -1.909, 5.211], [-1.903, -3.362, 3.351], [-0.429, -1.496, 4.219], [-7.716, 0.344, 3.018], [-6.401, -0.649, 3.671], [-6.838, -0.788, 1.966], [-6.543, 2.438, 3.866], [-4.865, 2.770, 3.383], [-5.214, 1.457, 4.510], [-7.254, 2.249, 1.536], [-6.458, 1.165, 0.385], [-5.622, 2.620, 0.960], [-4.252, 1.037, 0.047], [-2.645, 2.591, 0.121], [0.665, 5.241, -0.269], [1.849, 5.702, -2.157], [2.178, 4.542, -3.456], [3.515, 5.223, -2.518], [2.582, 5.078, 0.245], [4.101, 4.321, -0.258], [2.900, 3.380, 0.631], [2.943, 2.164, -2.952], [3.313, 1.726, -1.284], [4.300, 2.932, -2.116], [-3.729, 4.651, -0.637], [-2.693, 5.864, -1.394], [-3.751, 6.323, -0.040], [-3.254, 3.862, 1.730], [-3.179, 5.524, 2.328], [-1.808, 4.420, 2.573], [-0.786, 6.891, -0.114], [-0.342, 6.277, 1.491], [-1.828, 7.217, 1.277], [-4.153, -0.472, 4.031], [-3.674, -2.280, 5.079], [-2.698, -0.906, 5.644], [-2.151, -2.565, 5.928], [-2.938, -3.675, 3.185], [-1.441, -4.060, 4.060], [-1.379, -3.417, 2.398], [-0.423, -0.490, 4.647], [0.188, -1.480, 3.325], [0.017, -2.182, 4.948], [1.447, -4.275, 2.104], [0.650, -4.946, 1.035], [0.577, -4.567, -0.194], [-0.188, -5.422, -0.960], [-0.723, -6.470, -0.280], [-0.249, -6.420, 1.365], [-0.370, -5.241, -2.407], [-0.263, -6.266, -3.292], [-0.571, -5.703, -4.878], [-0.784, -4.081, -4.244], [-0.659, -4.016, -2.963], [-1.115, -2.959, -5.162], [2.095, -3.531, 1.636], [2.040, -5.001, 2.661], [0.794, -3.755, 2.806], [-1.383, -7.238, -0.655], [0.002, -7.294, -3.096], [-1.150, -3.295, -6.198], [-0.379, -2.156, -5.089], [-2.087, -2.537, -4.897], [2.291, 0.745, 1.439], [3.331, 0.992, 1.913], [4.439, 1.363, 2.440], [5.500, 0.715, 2.826], [6.487, 0.226, 3.208], [-1.496, 0.837, -5.239], [-0.841, 0.738, -3.940], [0.460, 1.379, -3.876], [1.792, 0.541, -4.764], [0.323, 2.721, -4.352], [-0.715, 3.644, -3.899], [-2.358, 0.165, -5.240], [-0.817, 0.569, -6.059], [-1.856, 1.851, -5.408], [-0.644, -0.239, -3.766], [1.229, 3.128, -4.510], [-1.155, 4.156, -4.765], [-0.356, 4.407, -3.206], [-1.510, 3.089, -3.398], [5.468, -3.738, 1.696], [5.337, -2.836, 0.469], [6.583, -1.963, 0.375], [4.207, -1.984, 0.694], [3.137, -2.259, -0.184], [3.574, -3.293, -1.041], [4.961, -3.597, -0.852], [5.108, -5.112, -0.773], [5.702, -3.089, -2.089], [5.604, -3.097, 2.570], [6.325, -4.412, 1.617], [4.560, -4.326, 1.844], [6.706, -1.417, 1.313], [6.487, -1.228, -0.424], [7.476, -2.572, 0.200], [4.459, -5.525, 0.000], [6.145, -5.398, -0.566], [4.809, -5.547, -1.729], [5.503, -2.028, -2.237], [5.317, -3.620, -2.962], [6.781, -3.255, -2.019]]}


In order of appearance, calculated total energy = -24555.33857 -8925.33133 -33748.50387 -85962.98013 -167833.55055 eV.